(1)
{"formula": "C38H41F3N5O3P2Tl", "method": "ωB97M-V/def2-TZVPD", "species": ["Tl", "C", "P", "C", "C", "C", "C", "C", "C", "C", "C", "C", "C", "C", "C", "C", "C", "C", "C", "C", "P", "C", "C", "C", "C", "C", "C", "C", "C", "C", "C", "C", "C", "N", "H", "H", "H", "H", "H", "H", "H", "H", "H", "H", "H", "H", "H", "H", "H", "H", "H", "H", "H", "H", "H", "H", "H", "H", "H", "H", "C", "C", "O", "O", "H", "H", "H", "F", "C", "F", "F", "C", "N", "C", "N", "O", "H", "H", "H", "H", "H", "H", "C", "N", "C", "C", "N", "H", "H", "H", "H", "H", "H"], "xyz": [[0.4887, -0.1751, -0.4295], [-2.9785, 0.8952, -0.4908], [-2.1357, 2.2327, 0.4709], [-2.4168, 3.6346, -0.6851], [-1.3609, 3.9226, -1.5521], [-1.4819, 4.9353, -2.4928], [-2.6502, 5.6822, -2.5697], [-3.6995, 5.4119, -1.7004], [-3.5829, 4.3926, -0.7651], [-3.3502, 2.6153, 1.7958], [-2.9690, 3.5865, 2.7230], [-3.8186, 3.9769, 3.7463], [-5.0617, 3.3737, 3.8821], [-5.4407, 2.3814, 2.9894], [-4.5943, 2.0096, 1.9524], [-2.9191, -0.4010, 0.2524], [-3.9327, -1.2471, 0.6709], [-3.3003, -2.2731, 1.4278], [-1.9473, -1.9783, 1.4124], [-0.8173, -2.5651, 2.2067], [0.3694, -1.2058, 2.6252], [-0.5331, -0.1865, 3.8588], [-1.9218, -0.0476, 3.8935], [-2.5188, 0.8078, 4.8111], [-1.7487, 1.5396, 5.7025], [-0.3652, 1.4230, 5.6636], [0.2324, 0.5748, 4.7443], [1.4923, -2.1377, 3.7509], [1.0532, -2.7530, 4.9219], [1.9294, -3.4794, 5.7130], [3.2635, -3.5994, 5.3394], [3.7104, -2.9873, 4.1777], [2.8317, -2.2559, 3.3865], [-1.7127, -0.8470, 0.6947], [-2.4323, 0.8373, -1.4383], [-4.0041, 1.1824, -0.7373], [-0.4235, 3.3777, -1.4943], [-0.6474, 5.1414, -3.1511], [-2.7416, 6.4792, -3.2992], [-4.6116, 5.9969, -1.7509], [-4.4057, 4.1869, -0.0877], [-1.9829, 4.0303, 2.6404], [-3.4992, 4.7317, 4.4546], [-5.7241, 3.6617, 4.6904], [-6.3989, 1.8870, 3.1006], [-4.8973, 1.2191, 1.2799], [-4.9893, -1.1421, 0.4657], [-3.7729, -3.1005, 1.9395], [-0.2348, -3.2838, 1.6295], [-1.1845, -3.0574, 3.1128], [-2.5401, -0.5888, 3.1881], [-3.5969, 0.9199, 4.8045], [-2.2210, 2.2142, 6.4076], [0.2508, 2.0015, 6.3425], [1.3145, 0.4976, 4.7133], [0.0145, -2.6526, 5.2205], [1.5764, -3.9525, 6.6222], [3.9501, -4.1664, 5.9578], [4.7502, -3.0684, 3.8847], [3.1875, -1.7509, 2.4943], [1.9192, 3.5940, -4.4366], [2.5055, 3.0259, -3.1334], [3.5340, 2.3189, -3.2418], [1.8766, 3.3120, -2.0876], [2.6666, 3.6110, -5.2309], [1.4961, 4.5868, -4.2824], [1.1039, 2.9326, -4.7318], [0.8791, -3.7700, -0.1790], [0.8938, -2.6962, -1.0598], [0.2235, -3.1945, -2.1623], [2.2413, -2.7300, -1.5104], [2.1562, 2.4405, 1.6133], [2.9423, 2.1311, 0.4386], [3.6058, 0.9335, 0.3665], [4.1921, 0.6827, -0.8378], [3.7281, 0.1624, 1.3258], [2.2300, 3.5065, 1.8408], [2.5471, 1.8666, 2.4515], [1.0974, 2.1850, 1.4930], [2.5961, 2.5114, -0.4481], [4.0151, 1.2925, -1.6456], [4.4016, -0.2887, -0.9893], [2.3090, -0.6223, -3.8924], [1.1061, -0.2001, -4.5934], [1.1378, -0.1922, -6.0379], [-0.0512, -0.0685, -3.9678], [-1.0870, 0.0599, -3.4677], [3.1320, 0.0335, -4.1817], [2.5477, -1.6623, -4.1321], [2.1687, -0.5496, -2.8193], [1.9469, 0.4557, -6.3843], [0.1948, 0.1896, -6.4224], [1.3006, -1.2017, -6.4339]], "atomic_forces_ev_per_a": [[-0.1, -0.2, 0.1], [0.0, 0.0, -0.1], [0.0, -0.2, 0.1], [0.1, 0.0, 0.1], [0.0, 0.0, 0.0], [0.0, 0.1, 0.0], [0.0, 0.0, 0.0], [0.0, 0.0, 0.0], [-0.1, 0.0, 0.0], [0.0, 0.1, 0.0], [0.0, 0.0, 0.0], [0.0, 0.0, 0.0], [0.0, 0.0, 0.0], [0.0, 0.0, 0.0], [0.0, -0.1, 0.0], [0.1, 0.0, 0.0], [0.0, -0.1, 0.1], [0.0, 0.0, 0.0], [0.0, 0.1, 0.0], [-0.1, 0.1, 0.0], [-0.1, -0.2, -0.1], [0.0, 0.0, 0.0], [0.0, 0.0, 0.0], [0.0, 0.0, 0.0], [0.0, 0.0, 0.0], [0.0, 0.0, 0.0], [0.1, 0.0, 0.1], [0.1, 0.1, -0.1], [0.0, 0.0, 0.1], [0.0, 0.0, 0.0], [0.0, 0.0, 0.0], [0.0, 0.0, 0.1], [0.0, 0.0, 0.0], [0.0, 0.0, 0.1], [0.0, 0.0, 0.0], [0.0, 0.0, 0.0], [0.0, 0.0, 0.0], [0.0, 0.0, 0.0], [0.0, 0.0, 0.0], [0.0, 0.0, 0.0], [0.0, 0.0, 0.0], [0.0, 0.0, 0.0], [0.0, 0.0, 0.0], [0.0, 0.0, 0.0], [0.0, 0.0, 0.0], [0.0, 0.0, 0.0], [0.0, 0.0, 0.0], [0.0, 0.0, 0.0], [0.0, -0.1, 0.0], [0.0, 0.0, 0.0], [0.0, 0.0, 0.0], [0.0, 0.0, 0.0], [0.0, 0.0, 0.0], [0.0, 0.0, 0.0], [0.0, 0.0, 0.0], [0.0, 0.0, 0.0], [0.0, 0.0, 0.0], [0.0, 0.0, 0.0], [0.0, 0.0, 0.0], [0.0, 0.0, 0.0], [0.1, -0.1, 0.0], [-0.2, 0.3, -0.1], [0.1, -0.2, 0.1], [0.1, -0.1, 0.1], [0.0, 0.0, 0.0], [0.0, 0.0, 0.0], [-0.1, 0.0, -0.1], [0.0, -0.1, 0.0], [0.4, 0.1, 0.0], [-0.1, 0.0, 0.0], [-0.1, 0.0, 0.0], [0.1, 0.0, 0.0], [0.0, -0.2, 0.0], [0.0, 0.3, 0.3], [0.1, 0.1, -0.3], [-0.1, 0.1, -0.1], [0.0, 0.0, 0.0], [0.0, 0.0, 0.0], [0.0, 0.0, 0.0], [0.1, 0.1, 0.0], [-0.1, -0.2, 0.1], [0.0, 0.0, -0.1], [0.2, -0.1, -0.1], [0.0, 0.1, 0.1], [0.0, 0.0, 0.0], [0.0, -0.1, -0.1], [0.0, 0.1, 0.0], [0.0, 0.0, 0.1], [-0.1, 0.0, 0.0], [0.0, 0.1, 0.0], [0.0, 0.0, 0.0], [0.0, 0.0, 0.0], [0.0, 0.0, 0.0]], "mulliken_charge": [0.918, -1.238, 1.123, 0.213, -0.500, -0.278, -0.556, -0.573, -0.484, 0.239, -0.524, -0.569, -0.434, -0.796, -0.044, 0.361, -1.005, -1.112, -0.375, -0.943, 0.872, 0.131, 0.102, -0.560, -0.538, -0.672, -0.551, -0.006, -0.312, -0.704, -0.401, -0.535, -0.288, 0.639, 0.329, 0.498, 0.435, 0.320, 0.360, 0.366, 0.343, 0.419, 0.392, 0.314, 0.378, 0.035, 0.522, 0.425, 0.539, 0.411, -0.037, 0.465, 0.366, 0.393, 0.390, 0.279, 0.377, 0.349, 0.412, 0.280, -0.989, 0.732, -0.860, -0.726, 0.323, 0.307, 0.085, -0.273, -0.007, -0.317, -0.305, -0.584, 0.081, 0.310, -0.360, -0.674, 0.321, 0.346, -0.065, 0.237, 0.287, 0.237, -0.668, 0.259, -1.147, 0.596, -0.624, 0.371, 0.323, -0.216, 0.329, 0.381, 0.329], "homo_ha": -0.072, "lumo_energy_ev": 4.3, "e_above_lowest_kj_mol": 16.8, "homo_lumo_gap_ev": 6.244, "charge": -2}



(2)
{"formula": "C38H41N5O7PV", "method": "ωB97M-V/def2-TZVPD", "species": ["V", "O", "C", "C", "C", "C", "C", "C", "C", "N", "C", "C", "N", "C", "C", "C", "C", "C", "C", "C", "O", "H", "H", "H", "H", "H", "H", "H", "H", "H", "H", "H", "H", "H", "H", "C", "O", "C", "C", "C", "C", "C", "C", "N", "N", "C", "C", "C", "C", "O", "C", "N", "C", "C", "C", "C", "H", "H", "H", "H", "H", "H", "H", "H", "H", "H", "H", "H", "C", "C", "O", "P", "O", "C", "C", "O", "C", "C", "H", "H", "H", "H", "H", "H", "H", "H", "H", "H", "H", "H", "H", "H", "H"], "xyz": [[-1.1674, 1.2000, -1.0428], [-1.2515, -0.5847, -0.2708], [-1.7583, -1.6337, -0.8787], [-1.1376, -2.8835, -0.7738], [-1.6674, -3.9894, -1.4048], [-2.8611, -3.9069, -2.1290], [-3.4980, -2.6878, -2.2142], [-2.9505, -1.5446, -1.6229], [-3.6331, -0.2792, -1.7779], [-3.1523, 0.8719, -1.5015], [-4.0114, 2.0378, -1.7519], [-3.6247, 3.0898, -0.7403], [-2.1594, 3.1840, -0.8325], [-1.6399, 4.3495, -0.6715], [-0.2805, 4.6949, -0.9362], [0.1695, 6.0111, -0.6977], [1.4011, 6.4270, -1.1222], [2.2067, 5.5168, -1.8449], [1.7906, 4.2396, -2.1090], [0.5301, 3.7673, -1.6413], [0.1574, 2.5657, -1.8834], [-0.2206, -2.9407, -0.2032], [-1.1504, -4.9405, -1.3374], [-3.2735, -4.7814, -2.6132], [-4.4327, -2.5977, -2.7600], [-4.6506, -0.3323, -2.1709], [-5.0690, 1.7801, -1.6926], [-3.7930, 2.4113, -2.7539], [-3.9195, 2.7711, 0.2612], [-4.1068, 4.0426, -0.9624], [-2.2985, 5.1701, -0.3733], [-0.4905, 6.6985, -0.1747], [1.7467, 7.4337, -0.9291], [3.1748, 5.8424, -2.2092], [2.4026, 3.5465, -2.6746], [3.6714, -5.1781, 3.1784], [2.8107, -5.2268, 2.0533], [3.2717, -4.6777, 0.8959], [2.3773, -4.6620, -0.1742], [2.7329, -4.0899, -1.3788], [4.0138, -3.5622, -1.5518], [4.9168, -3.6453, -0.5108], [4.5524, -4.1696, 0.7255], [4.5392, -3.1355, -2.8318], [3.9182, -2.4108, -3.6222], [2.7269, -1.6723, -3.2858], [1.7647, -1.6415, -4.2625], [0.5422, -0.9760, -4.1046], [0.2607, -0.2743, -2.9506], [-0.8761, 0.3501, -2.7615], [1.2939, -0.2339, -1.9390], [1.0176, 0.5046, -0.8190], [1.9429, 0.6770, 0.0827], [3.2485, 0.1716, -0.0713], [3.5368, -0.5953, -1.1582], [2.5306, -0.8834, -2.1156], [3.1036, -5.5733, 4.0155], [3.9762, -4.1518, 3.4008], [4.5624, -5.7931, 3.0266], [1.4036, -5.1156, -0.0336], [2.0248, -4.0739, -2.1983], [5.9256, -3.2795, -0.6677], [5.2783, -4.2004, 1.5244], [1.9676, -2.1880, -5.1769], [-0.2064, -0.9975, -4.8862], [1.6734, 1.2589, 0.9587], [4.0068, 0.4047, 0.6656], [4.5410, -0.9657, -1.3073], [-0.3350, -1.2668, 3.8864], [-0.0797, -0.6104, 2.5522], [-0.5717, 0.7532, 2.6112], [-1.4311, 1.4808, 1.4521], [-1.6576, 2.8765, 2.2317], [-0.5193, 3.7232, 2.4925], [-0.3719, 3.9134, 3.9825], [-2.9147, 0.8902, 1.6016], [-3.5976, 0.7651, 2.8605], [-4.2861, -0.5806, 2.8949], [0.1413, -2.2494, 3.9055], [-1.4035, -1.3995, 4.0646], [0.0749, -0.6637, 4.6986], [-0.5583, -1.1434, 1.7370], [0.9902, -0.5704, 2.3475], [-0.6910, 4.6710, 1.9844], [0.3883, 3.2832, 2.0680], [-1.2718, 4.3725, 4.3958], [0.4793, 4.5632, 4.1954], [-0.2167, 2.9512, 4.4720], [-4.3241, 1.5756, 2.9249], [-2.8853, 0.8824, 3.6767], [-4.8004, -0.7538, 1.9476], [-5.0197, -0.6146, 3.7021], [-3.5698, -1.3914, 3.0355]], "atomic_forces_ev_per_a": [[1.6, 1.2, 0.0], [-0.3, -0.7, -0.1], [-0.1, 0.3, 0.1], [0.1, -0.1, 0.0], [-0.1, 0.0, 0.0], [0.1, 0.0, 0.0], [0.0, 0.0, 0.0], [-0.1, 0.1, -0.1], [0.0, -0.2, 0.1], [-0.8, 0.0, -0.3], [0.2, -0.1, 0.1], [0.3, 0.0, 0.0], [-0.5, -0.2, 0.1], [0.0, 0.0, -0.1], [-0.1, 0.1, 0.0], [-0.1, -0.1, 0.0], [0.1, -0.1, -0.1], [-0.1, 0.1, 0.1], [0.0, 0.0, 0.0], [0.0, -0.2, 0.1], [-0.1, 0.2, -0.1], [0.1, -0.1, 0.0], [0.0, 0.0, 0.0], [0.0, 0.0, 0.0], [0.1, 0.0, 0.0], [0.0, 0.0, 0.0], [-0.1, -0.1, 0.0], [0.0, 0.0, -0.1], [0.0, 0.0, 0.1], [0.0, 0.1, 0.0], [0.0, 0.0, 0.0], [0.0, 0.0, 0.0], [0.0, 0.0, 0.0], [0.0, 0.0, 0.0], [0.0, 0.0, 0.0], [0.0, 0.0, -0.1], [0.0, 0.0, 0.1], [0.0, 0.0, 0.0], [-0.1, 0.0, 0.0], [0.0, 0.0, -0.1], [0.1, 0.1, -0.2], [0.1, 0.1, 0.2], [0.0, 0.0, -0.1], [-0.4, -0.3, 0.1], [0.0, 0.5, 0.2], [0.2, -0.3, 0.1], [-0.3, -0.1, -0.1], [0.1, -0.2, -0.2], [-0.3, 0.3, 0.4], [0.5, -0.6, -0.5], [-0.2, 0.2, 0.1], [-0.1, -0.3, -0.3], [0.0, 0.1, 0.0], [0.0, 0.1, 0.1], [0.0, -0.1, -0.1], [0.3, 0.0, 0.0], [0.0, 0.0, 0.0], [0.0, 0.0, 0.0], [0.0, 0.0, 0.0], [0.0, 0.1, 0.0], [0.0, 0.0, 0.0], [0.0, -0.1, 0.0], [0.0, 0.0, 0.0], [0.0, 0.0, 0.0], [0.0, 0.0, 0.0], [0.0, 0.0, 0.0], [0.0, 0.0, 0.0], [0.0, -0.1, 0.0], [0.0, 0.0, 0.1], [0.0, 0.1, 0.1], [0.2, -0.1, -0.1], [-0.5, -0.1, 0.8], [0.2, 0.2, -0.1], [0.0, -0.1, 0.0], [0.0, 0.0, 0.1], [0.1, -0.1, 0.0], [0.0, 0.0, 0.0], [0.0, -0.1, -0.1], [0.0, 0.0, 0.0], [0.0, 0.0, 0.0], [0.0, 0.0, 0.0], [0.0, 0.0, -0.1], [0.0, 0.0, 0.0], [0.0, 0.0, 0.0], [0.0, 0.0, 0.0], [0.0, 0.0, 0.0], [0.0, 0.0, 0.0], [0.0, 0.0, 0.0], [0.0, 0.1, 0.0], [0.0, 0.0, 0.1], [0.0, 0.0, 0.1], [0.0, 0.0, 0.0], [0.0, 0.0, 0.0]], "mulliken_charge": [-0.642, 1.162, 0.236, -0.822, -0.439, -1.100, -0.690, 0.593, -0.653, 0.703, -0.932, -0.972, 0.156, -0.359, 0.459, -0.499, -0.884, -0.450, -0.879, 0.125, 0.022, 0.497, 0.412, 0.409, 0.436, 0.304, 0.506, 0.317, 0.093, 0.546, 0.235, 0.385, 0.397, 0.410, 0.504, -0.927, -0.435, 0.879, -0.499, 0.130, -0.155, -0.608, -0.522, -0.520, -0.478, 0.102, -0.330, -0.673, 0.223, -0.821, -0.255, 1.282, -0.563, -1.506, -0.918, 1.192, 0.243, 0.360, 0.371, 0.406, 0.306, 0.452, 0.423, 0.422, 0.512, 0.612, 0.504, 0.626, -1.498, 0.294, -0.361, 1.533, -0.531, 0.207, -1.527, -0.115, -0.127, -1.326, 0.394, 0.239, 0.339, -0.123, 0.258, 0.283, 0.140, 0.340, 0.411, 0.280, 0.353, 0.200, 0.260, 0.419, 0.237], "homo_ha": [-0.253, -0.257], "lumo_energy_ev": [0.2, 0.0], "s2": 2.013, "e_above_lowest_kj_mol": 50.6, "homo_lumo_gap_ev": [7.058, 7.004], "charge": 0, "multiplicity": 3}